(1)
# C36H53N4OP2Ti

C36H53N4OP2Ti as an isolated structure (the ωB97M-V functional and the def2-TZVPD basis, the OMol25 dataset).

Results
total charge = +1
lowest unoccupied orbital energy (alpha / beta) = -2.6 / -2.6 eV
ΔE to the lowest compared entry with this formula, charge and spin = 0.0 kJ/mol
spin multiplicity = 3

The geometry in XYZ format:
```
97
Properties=species:S:1:pos:R:3:forces:R:3
H 1.653 -0.886 5.403 -0.12 0.13 -0.30
C -2.394 -0.825 3.637 -0.14 0.04 0.28
H -2.452 0.013 4.347 -0.02 -0.23 -0.09
H -0.386 4.656 -1.363 -0.26 -0.28 -0.30
C 2.576 0.913 -2.612 0.43 0.05 0.35
C -0.018 2.641 -0.778 -0.09 -0.34 0.57
H 4.102 3.450 -0.746 0.20 -0.23 0.07
C 3.301 -0.423 -2.836 0.14 -0.09 -0.33
H 3.300 -0.621 -3.917 0.01 -0.07 0.22
H 1.825 3.440 -1.505 -0.14 -0.15 0.41
H 3.423 1.942 -4.292 0.01 0.09 0.24
H -0.184 -3.616 1.251 -0.18 -0.03 -0.14
C -4.374 -0.739 1.973 -0.49 0.39 0.36
H -4.550 -1.289 1.037 0.15 0.22 0.43
H -3.221 -0.513 -0.885 0.09 0.27 -0.23
N -0.007 -1.277 -1.291 -2.19 0.23 -1.31
C -1.814 1.143 -0.777 0.30 -0.15 0.45
C -0.833 3.668 -1.242 0.23 0.10 -0.22
H -2.796 4.147 -1.994 0.03 -0.02 0.12
C -2.701 -2.391 -5.440 0.03 0.03 0.21
C -1.024 -2.452 -3.695 -0.36 0.02 -0.14
Ti 0.620 -0.280 0.263 0.55 -0.03 0.96
C -2.243 -2.990 0.793 0.03 0.19 -0.30
H -2.982 -4.659 1.899 0.07 0.25 0.11
H -0.094 -2.832 -3.264 -0.39 0.06 -0.07
H -3.685 1.826 -1.562 0.45 0.20 -0.01
C -2.159 -0.336 -0.683 -0.87 -0.32 0.62
O 2.789 -2.519 0.607 -1.60 2.22 -0.24
H 4.769 1.747 2.120 -0.31 0.02 -0.13
C 4.885 0.147 0.012 0.23 0.04 0.06
C 2.025 -1.626 0.523 2.02 -3.65 0.70
C 4.765 2.635 -0.424 0.49 0.14 0.30
H -4.267 -0.905 -5.199 0.24 -0.19 0.02
N 0.789 0.333 2.361 -0.40 0.63 0.65
H -3.239 1.599 1.292 0.12 -0.08 0.18
C -1.528 -2.942 -4.897 -0.24 0.34 -0.09
H 5.426 2.351 -1.254 -0.27 0.19 0.27
C -2.895 -0.889 -3.552 0.47 -0.42 0.12
H 1.108 -1.624 3.047 0.13 0.54 0.09
H 3.248 0.836 2.128 0.07 0.08 -0.11
H 0.747 3.166 4.220 0.03 -0.24 -0.12
H 1.393 2.603 6.502 0.02 -0.39 -0.21
H -3.403 -0.081 -3.022 0.06 -0.31 -0.24
C 3.780 1.658 1.642 -0.13 0.01 0.02
H 5.691 0.212 0.760 -0.16 -0.04 -0.24
H -1.011 -3.749 -5.414 -0.12 0.22 0.07
C -1.733 -1.461 -2.997 -0.21 0.02 -0.39
C 0.876 2.112 3.973 -0.09 0.02 -0.17
H 2.914 3.055 -3.015 0.19 -0.22 -0.13
H 1.768 3.275 0.255 -0.03 -0.11 -0.27
C 1.205 0.845 -3.325 -0.08 -0.02 -0.08
H 4.347 -0.402 -2.511 -0.33 0.01 -0.15
H 5.412 3.039 0.371 -0.12 -0.06 -0.27
H -1.731 1.510 2.242 -0.27 -0.07 -0.03
H -1.342 -1.154 3.625 -0.39 0.09 -0.02
H -4.977 0.179 1.919 0.04 -0.30 0.01
H 2.789 -1.257 -2.332 0.07 0.26 -0.16
H -1.182 -4.827 0.406 0.09 0.26 0.04
H -3.007 -1.644 4.036 0.26 0.22 -0.12
C -2.900 -0.353 2.246 -0.08 -0.45 -0.19
C 1.097 -0.566 3.339 0.11 1.15 -0.03
C 3.385 2.081 -3.201 0.21 -0.24 -0.37
C -2.816 -3.588 2.088 -0.04 -0.07 -0.02
P 2.375 1.143 -0.747 0.02 0.52 -0.44
H -3.299 1.583 3.065 0.08 -0.02 -0.21
H 1.326 1.253 -4.340 -0.03 -0.15 0.28
C -2.158 3.387 -1.557 0.01 -0.26 0.49
C -3.370 -1.356 -4.773 0.14 -0.05 -0.09
C 1.261 1.201 4.978 -0.04 0.08 0.05
H 4.329 -0.777 0.208 0.19 0.26 -0.06
C -1.223 -1.070 -1.668 1.65 -0.16 0.69
N 1.477 1.626 6.249 0.10 0.10 0.25
C 1.493 2.775 -0.691 0.00 0.77 0.37
H -4.772 -1.330 2.809 -0.02 0.10 -0.34
C 4.016 1.414 0.144 0.11 0.15 -0.53
H 1.754 0.993 6.987 -0.11 0.14 -0.37
H 5.359 0.072 -0.974 -0.13 0.03 0.34
P -1.773 -1.163 1.010 0.61 0.54 -0.91
C -0.941 -3.754 0.468 -0.08 -0.18 -0.06
H -3.784 -3.155 2.363 0.31 -0.12 0.00
C -2.773 1.177 2.189 0.07 0.06 0.00
H -2.110 -3.503 2.925 -0.23 -0.01 -0.18
H 4.421 2.104 -2.840 -0.44 0.00 -0.19
C 0.647 1.651 2.691 0.46 -1.14 0.69
C 1.377 -0.163 4.634 -0.14 -0.19 -0.12
H 0.850 -0.188 -3.412 0.08 0.29 0.16
C -2.653 2.103 -1.316 -0.30 0.02 -0.37
H -2.792 -3.019 -1.340 -0.18 -0.06 0.30
H 0.418 1.426 -2.834 0.11 -0.03 -0.15
H 3.236 2.592 1.827 0.07 -0.14 0.02
H -3.102 -2.769 -6.383 0.17 0.11 0.32
H -3.537 -4.272 -0.329 0.02 0.26 -0.12
H -0.503 -3.447 -0.488 -0.09 -0.04 0.24
N -0.545 1.454 -0.420 -0.29 -0.04 -0.97
C -3.244 -3.211 -0.358 0.00 -0.30 0.05
H 0.337 2.336 1.897 0.16 -0.30 0.24
H -4.163 -2.619 -0.264 0.24 -0.19 -0.06
```
Positions in Å, forces in eV/Å.

(2)
# C36H54BF6KN11O5S4

C36H54BF6KN11O5S4 as an isolated structure (the ωB97M-V functional and the def2-TZVPD basis, the OMol25 dataset).

Results
total charge = -1
lowest unoccupied orbital energy = 2.1 eV
ΔE to the lowest compared entry with this formula, charge and spin = 21.9 kJ/mol

The geometry in XYZ format:
```
118
Properties=species:S:1:pos:R:3:forces:R:3
C -3.800 -0.029 -0.891 0.01 -0.10 0.11
H 3.510 3.331 0.383 0.01 0.06 -0.05
H 2.957 -2.885 4.288 0.09 -0.17 0.03
K -0.226 -0.062 -1.137 0.70 0.81 2.46
N -1.524 -1.146 -4.567 0.06 0.05 0.00
C -0.203 -4.243 0.719 -0.01 -0.36 -0.07
C -1.443 -1.830 3.104 0.08 0.14 0.11
H -1.382 5.436 2.403 -0.11 -0.01 0.02
H -5.808 1.265 0.526 -0.01 0.18 -0.03
H 2.040 1.809 -2.477 0.01 0.00 0.01
C 3.040 0.653 -0.603 0.42 0.58 0.27
O -1.625 0.693 -2.875 -0.91 0.46 -1.15
H 1.351 4.558 4.072 0.09 -0.07 0.10
H 1.632 -2.173 3.382 -0.33 -0.07 -0.26
H 0.032 3.882 5.015 -0.04 0.01 0.02
S -1.790 0.375 -4.276 -0.10 -0.06 -0.02
H -2.340 3.564 4.338 -0.02 0.09 -0.02
S -2.067 -4.477 2.395 -0.02 -0.01 0.04
N 0.301 2.722 -0.139 0.21 -0.25 -0.20
C 3.522 -2.811 -2.048 0.27 0.00 -0.02
H -3.818 1.019 -1.168 -0.01 0.21 -0.06
C -2.699 1.775 3.200 -0.04 0.06 0.27
O 0.797 -1.877 -3.906 0.01 -0.12 -0.04
O -0.966 -1.981 -2.219 -0.53 -1.27 -0.85
C 3.183 -0.783 3.899 0.01 0.12 -0.07
H 0.490 -6.508 -0.977 -0.17 -0.28 0.04
F -4.318 -0.518 -4.090 0.15 -0.55 0.43
C 3.934 -1.035 2.591 -0.08 -0.03 0.04
C 0.834 -4.457 -0.285 -0.20 -0.32 -0.08
H 4.277 0.356 -2.169 -0.03 0.09 0.12
H -2.788 -0.389 -1.026 0.01 -0.07 -0.08
C 1.084 3.762 4.766 0.12 0.13 0.21
H -2.436 -1.423 2.958 -0.22 0.11 0.02
B -0.407 2.520 2.373 -0.10 0.13 0.05
H -0.214 6.570 1.723 -0.02 0.05 -0.01
C 3.677 2.445 1.000 0.00 -0.02 -0.05
S 2.350 -5.366 -2.079 -0.04 0.01 0.02
H -4.446 -0.589 -1.566 -0.05 -0.05 -0.06
C -4.241 -0.240 0.547 0.02 0.01 -0.02
H 4.603 -1.885 2.721 0.11 -0.12 -0.01
C -5.700 0.198 0.699 0.08 -0.05 -0.04
H -0.027 4.255 -4.273 0.04 0.00 -0.19
H -0.450 5.291 -2.904 -0.02 0.15 0.05
H -1.803 2.088 5.123 0.08 -0.01 0.03
H -1.220 -6.181 0.861 -0.02 -0.29 -0.13
F -0.740 -3.859 -5.499 0.39 0.20 -0.57
N -0.274 -3.017 1.318 0.01 0.16 0.06
H 4.528 -0.171 2.301 0.07 0.13 -0.05
O -1.211 1.263 -5.237 -0.17 -0.07 0.02
C 0.015 4.610 0.996 0.09 0.20 0.18
C -0.251 4.266 -3.209 0.07 -0.01 0.05
F -0.557 -4.627 -3.506 0.29 0.08 0.29
C 0.564 3.741 -0.946 0.02 -0.04 -0.16
F -4.124 1.610 -4.110 0.31 0.38 0.27
F -3.890 0.486 -5.911 0.37 -0.02 -0.63
C 2.520 -3.750 -1.483 0.34 0.08 -0.26
C 2.182 4.495 -2.670 -0.04 -0.13 -0.02
N 1.335 0.626 2.915 0.07 -0.34 -0.16
C 1.394 2.418 4.206 0.08 0.28 0.03
H 2.433 4.468 -3.731 0.02 0.00 -0.10
C -4.149 -1.737 0.855 0.00 0.05 0.03
H -4.851 -2.289 0.231 -0.08 -0.07 -0.09
C -1.193 -2.993 2.220 -0.06 0.16 0.39
H -1.339 -2.121 4.148 0.01 0.02 0.11
H 4.751 2.226 1.033 0.00 0.00 -0.01
H 3.025 4.087 -2.112 0.06 -0.04 0.05
C 2.394 1.578 4.642 -0.26 0.03 -0.03
C 1.152 2.251 -2.916 0.10 0.04 0.11
H 0.510 5.956 -0.652 0.01 0.16 -0.05
H 4.796 -1.527 5.119 0.04 -0.06 -0.01
H -6.088 -0.026 1.690 -0.04 -0.03 0.14
H 3.242 -1.273 1.788 -0.10 0.05 -0.15
H 4.879 0.210 4.844 0.10 0.16 -0.04
N 0.777 1.841 3.151 0.09 -0.15 0.13
C -1.097 -5.165 1.170 0.06 0.17 -0.02
C 0.917 3.665 -2.416 -0.01 0.05 -0.02
H 3.129 -2.379 -2.967 -0.02 0.07 -0.08
H 3.366 2.673 2.016 -0.02 0.03 0.11
S -0.602 -2.004 -3.615 -0.14 -0.19 -0.28
H -4.729 0.953 3.234 -0.15 -0.01 0.08
H -4.385 -1.948 1.897 -0.04 -0.02 0.13
H 1.675 3.900 5.673 -0.03 0.01 -0.02
H -1.154 3.683 -3.052 -0.14 -0.10 0.03
H 0.275 5.431 2.975 -0.11 0.11 -0.11
H 4.466 -3.313 -2.260 0.03 -0.01 -0.04
H 1.765 -1.881 5.118 -0.09 0.03 0.10
N 4.111 0.991 -1.403 0.11 -0.03 -0.17
H 3.058 1.755 5.464 0.12 0.05 0.16
C -3.782 1.062 2.742 0.14 0.15 0.05
H -6.317 -0.332 -0.026 -0.07 -0.06 -0.08
C -2.580 2.514 4.488 -0.11 -0.04 0.13
H 2.049 5.533 -2.380 -0.03 0.17 0.05
H 0.290 1.645 -2.683 0.04 0.06 -0.20
C 4.200 -0.618 5.031 -0.03 -0.08 -0.18
C -3.623 0.481 -4.612 -0.40 0.11 0.01
H -0.676 3.417 3.107 -0.11 -0.04 -0.01
H 2.095 1.029 1.118 0.55 0.16 -0.32
N -0.012 3.257 1.072 -0.21 -0.05 0.00
C -3.379 0.570 1.493 0.03 -0.20 -0.13
N 1.689 -3.429 -0.557 -0.01 0.17 0.01
H 3.708 -0.446 5.983 -0.10 0.02 0.20
H 4.907 1.451 -1.008 0.14 0.06 0.05
C -1.114 -3.667 -4.246 0.11 -0.29 0.12
H 1.267 2.256 -4.000 0.00 -0.01 -0.07
H -0.719 -1.053 2.871 0.06 0.05 0.02
C 1.041 -5.594 -1.004 0.10 0.17 0.01
H -3.152 -2.114 0.642 0.14 -0.04 -0.01
C 2.325 -2.004 4.193 -0.04 -0.03 0.12
N -1.718 1.690 2.278 0.31 -0.23 0.07
O 2.240 -0.192 -0.962 -0.09 -0.68 -0.30
N -2.124 0.922 1.237 -0.05 0.09 -0.46
C 2.313 0.458 3.810 -0.08 -0.05 -0.20
H 3.672 -2.005 -1.335 -0.01 -0.03 -0.02
C 0.400 4.959 -0.270 -0.05 -0.03 0.11
F -2.420 -3.843 -4.195 -0.78 0.22 0.22
N 2.905 1.319 0.551 -0.37 -0.24 0.42
C -0.346 5.554 2.092 0.02 0.15 0.01
H -3.529 2.448 5.020 0.02 0.00 0.02
```
Positions in Å, forces in eV/Å.

(3)
# C36H54F17NO9

A 6-piece molecular cluster, C36H54F17NO9 overall (the ωB97M-V functional and the def2-TZVPD basis, the OMol25 dataset).

Results
lowest unoccupied orbital energy = 0.5 eV
SMILES string = CC(=O)OCCCCCCCCN(CCC(F)(F)C(F)(F)C(F)(F)C(F)(F)C(F)(F)C(F)(F)C(F)(F)C(F)(F)F)C(=O)O.CC(C)=O.CC(C)=O.CC(C)=O.CC(C)=O.CC(C)=O

The geometry in XYZ format:
```
117
Properties=species:S:1:pos:R:3:forces:R:3
H -2.972 -1.540 -1.408 0.01 0.11 0.05
C 4.862 -5.109 1.246 0.04 0.06 0.11
H 5.989 -8.230 5.169 -0.06 0.01 0.02
F -3.679 -1.247 4.995 0.10 0.07 -0.01
H -0.897 -1.799 -2.341 -0.03 0.10 0.04
F 0.508 2.613 5.341 0.29 0.34 -0.11
F -2.431 0.766 1.662 -0.10 0.16 -0.01
H 0.093 4.888 0.053 -0.09 -0.02 0.00
H -4.672 5.400 -0.311 0.07 -0.02 0.01
H 5.281 -6.029 0.836 -0.04 0.00 -0.05
C -0.769 2.220 -3.422 -0.18 -0.20 -0.25
F -1.658 2.191 4.025 -0.07 0.00 0.03
F -4.190 1.739 3.526 0.03 0.00 -0.01
C -2.209 -1.075 -0.779 -0.07 -0.23 -0.09
H 5.259 -5.680 5.267 -0.09 -0.02 0.08
H -0.006 2.728 -4.019 0.01 0.11 0.24
C 3.869 -5.432 2.332 -0.01 0.03 -0.06
H -1.552 0.171 -3.547 -0.03 0.10 0.01
H -5.554 1.062 -7.993 -0.01 0.00 -0.06
O 8.054 -6.305 6.411 0.00 0.00 -0.01
H -0.362 0.601 -4.769 -0.11 -0.08 0.05
O 4.010 -5.024 3.464 -0.02 -0.03 -0.05
C -0.281 1.683 5.845 -0.44 -0.23 -0.11
H -3.488 1.357 -2.820 0.07 0.02 0.06
C -4.470 3.259 -2.741 0.18 -0.06 0.04
F -2.493 -3.080 0.439 0.10 0.34 -0.05
H -2.107 3.865 -3.873 0.08 -0.05 0.04
H 1.374 0.714 -2.895 -0.10 -0.02 0.17
H -3.521 4.076 -0.408 0.11 0.02 -0.03
H -3.372 2.319 -9.956 -0.04 -0.05 -0.02
F -3.804 -2.082 2.437 0.09 0.02 -0.20
N 0.023 -0.121 -1.492 0.22 0.10 -0.36
H -5.222 2.792 -2.094 -0.02 0.07 -0.04
C 2.686 -6.282 1.942 -0.02 0.02 0.13
C 2.720 -0.784 3.704 0.01 -0.14 -0.05
H -4.859 3.227 -3.764 -0.08 0.00 0.08
F -5.276 -0.145 3.494 -0.05 0.10 0.05
H 4.478 3.077 -6.108 0.06 0.01 0.01
H -1.012 3.625 -0.458 0.00 -0.04 0.03
O -3.367 2.968 -6.939 -0.03 0.00 -0.02
C 6.898 -6.629 6.270 -0.04 -0.02 0.00
H 6.058 0.907 -4.377 0.03 0.03 -0.04
H 5.065 -5.813 7.024 -0.06 -0.05 -0.06
F -2.163 3.054 5.978 0.03 -0.16 -0.22
F -3.906 1.280 6.093 -0.01 0.06 0.10
O -2.823 6.003 -0.846 -0.19 -0.04 -0.21
H 4.658 -0.412 4.522 -0.01 -0.03 0.06
C 1.094 -0.166 -0.556 -0.12 -0.09 0.31
C -3.086 -0.176 4.443 -0.13 0.01 -0.07
C -3.642 -1.283 1.358 -0.07 0.09 -0.12
H 6.192 -4.618 6.340 0.00 0.00 0.02
O 2.976 0.991 -4.400 0.10 0.03 -0.15
F 0.160 0.493 5.453 0.13 -0.25 -0.24
H 3.028 -7.244 1.557 -0.01 0.02 -0.07
H -5.771 2.596 -8.839 0.00 -0.05 -0.04
H -5.841 2.551 -7.062 0.00 0.00 0.00
H 3.421 -2.746 4.173 -0.01 -0.02 0.10
C 6.498 -8.079 6.122 0.13 -0.01 0.02
C -0.808 -1.331 -1.359 0.03 0.03 0.19
C -4.301 4.735 -2.350 -0.11 -0.14 0.03
H 7.382 -8.711 6.167 0.00 0.00 0.00
H -0.290 -2.060 -0.727 -0.01 -0.03 -0.13
H -0.568 2.388 -2.363 0.14 0.13 0.04
F -2.207 0.011 6.599 -0.16 0.02 0.02
C -3.869 2.384 -7.870 -0.02 -0.02 -0.04
C 4.026 1.449 -4.788 -0.01 0.03 0.04
H 4.978 3.337 -4.436 0.05 0.00 -0.04
C -3.639 0.210 1.853 -0.04 0.00 0.01
H 5.560 0.643 -6.050 0.05 0.04 0.01
F -4.537 0.914 1.131 0.14 -0.09 -0.02
O 0.819 0.586 0.517 -0.06 -0.50 -0.05
C -2.754 0.782 5.631 0.21 -0.06 -0.09
H -2.462 2.383 -4.737 -0.07 0.15 0.01
H 0.787 -0.882 -3.319 0.09 0.06 0.00
F -0.230 1.736 7.163 0.04 0.12 0.46
C -1.733 1.945 5.344 -0.10 0.08 0.09
H 1.770 -2.681 3.527 0.00 0.00 0.01
C -3.039 1.866 -9.020 0.09 0.06 0.08
H 2.046 -6.442 2.807 0.00 0.00 0.00
C -4.064 0.409 3.343 0.14 -0.09 0.04
H -3.157 0.784 -9.109 -0.04 0.00 -0.05
C 2.484 -2.188 4.183 -0.08 0.04 -0.12
C -3.194 2.406 -2.701 -0.02 0.18 -0.08
C 5.234 0.574 -5.011 -0.08 -0.08 0.03
H 4.365 -4.574 0.435 -0.01 -0.04 -0.03
O 2.092 -0.836 -0.671 -0.13 0.23 -0.07
C 0.490 0.080 -2.882 -0.22 -0.23 0.06
H -3.593 5.224 -3.022 -0.01 -0.01 0.06
O 2.175 -0.365 2.705 -0.02 0.12 0.06
H 2.116 -5.787 1.154 0.03 -0.03 -0.05
H 5.663 -4.494 1.649 0.00 0.00 0.00
H 2.096 -2.181 5.202 0.07 0.00 0.07
H 5.808 -8.360 6.919 -0.06 0.00 -0.03
H 1.371 0.254 1.258 0.13 0.30 -0.12
H -1.992 2.105 -8.853 0.00 0.00 0.00
C 3.679 0.067 4.491 -0.07 0.11 -0.08
C -0.618 0.721 -3.710 0.20 0.02 -0.10
H -2.417 -0.005 -0.744 0.11 -0.02 0.10
H 3.323 0.172 5.517 0.04 -0.05 0.03
H 3.767 1.049 4.033 0.00 0.00 0.00
H 4.988 -0.458 -4.772 0.00 0.00 0.00
C -5.357 2.134 -7.941 0.02 0.06 0.11
F -4.702 -1.466 0.535 0.17 -0.01 0.27
C -2.154 2.778 -3.765 0.03 -0.21 0.11
C 5.780 -5.619 6.223 0.20 0.10 0.03
H -1.487 4.692 0.876 0.01 0.00 -0.01
H 3.256 3.442 -4.867 0.00 0.00 0.00
H -2.719 2.482 -1.716 -0.07 -0.02 0.06
H -5.267 5.228 -2.497 0.14 0.06 -0.09
C -2.371 -1.717 0.583 -0.05 -0.17 0.22
O -0.928 6.032 -2.019 -0.15 -0.04 0.26
C -1.546 5.592 -1.089 0.16 0.15 -0.19
C 4.190 2.923 -5.067 -0.12 -0.01 0.03
C -0.962 4.646 -0.076 0.10 -0.18 -0.01
F -1.297 -1.521 1.396 -0.18 -0.11 -0.20
F -1.927 -0.567 3.884 -0.04 -0.02 0.04
C -3.851 4.995 -0.902 -0.07 -0.02 0.00
```
Positions in Å, forces in eV/Å.